A molecular structure, C4H11NOP at a distorted geometry. Source: the OMol25 dataset; level of theory: the ωB97M-V functional and the def2-TZVPD basis.

XYZ file:
```
18
Properties=species:S:1:pos:R:3
C -0.43 -1.56 0.26
C -1.77 -0.91 -0.16
C 0.65 -0.61 -0.10
C 0.34 0.64 0.63
N 1.09 2.16 -0.11
O 1.88 -1.10 0.30
P -1.62 0.91 0.37
H -0.37 -1.83 1.33
H -0.31 -2.44 -0.37
H -1.90 -0.80 -1.18
H -2.58 -1.34 0.34
H 0.58 -0.50 -1.16
H 0.75 0.79 1.56
H 0.62 2.08 -1.01
H 2.07 2.19 -0.19
H 0.69 2.90 0.32
H 1.97 -1.98 0.08
H -1.67 1.41 -0.89
```

Summary:
Total charge: +1
Maximum force, eV Å⁻¹: 6.15
Spin multiplicity: 1
Gap between HOMO and LUMO, eV: 9.8
Energy above the lowest of the compared OMol25 structures with the same formula, charge and spin, kJ/mol: 126.53
HOMO energy, eV: -13.6